Run w
A single C4H12N2O2 molecule, computed with ωB97M-V with the def2-TZVPD basis set.

Output
- LUMO energy: 0.0247 hartree
- SMILES: OCNCCNCO
- Multiplicity: 1
- Frontier orbital gap: 9.506 eV
- M: 120.152 g mol⁻¹

Cartesian coordinates (Å):
C -1.1794 -1.0503 -0.0271
N 0.0122 -1.9947 0.2910
C 0.8240 -2.4568 -0.9270
O 2.0612 -1.7315 -1.0627
C -0.7464 0.5018 -0.1532
N -0.1836 1.0831 1.1092
C 0.4137 2.3989 0.9401
O -0.6357 3.1026 0.4431
H -1.9236 -1.2874 -0.9593
H -1.7786 -1.2101 0.8026
H 0.5684 -1.6002 0.9460
H 0.3339 -2.3779 -2.0019
H 1.2090 -3.4789 -0.7714
H 2.0735 -0.8072 -0.8267
H 0.0844 0.6028 -0.8770
H -1.5963 1.1965 -0.4810
H -0.9153 0.9080 1.7457
H 1.2523 2.2361 0.3359
H 0.7288 2.6785 1.9914
H -0.6024 3.2867 -0.5177



Run x
A single C4H12N2O2 molecule, computed with ωB97M-V with the def2-TZVPD basis set.

Output
- LUMO energy: 0.0215 hartree
- SMILES: CC[N@@+](C)([O-])[C@@H](N)O
- Multiplicity: 1
- Frontier orbital gap: 8.024 eV
- M: 120.152 g mol⁻¹

Cartesian coordinates (Å):
C 1.2283 -0.1245 0.7998
C -1.2031 -0.7749 -0.4810
C -0.6270 1.4745 0.9748
C -1.0312 -0.0079 -1.7772
N -0.2384 0.0957 0.6678
N 1.5328 -1.4345 0.3111
O -0.8948 -0.7923 1.5506
O 1.9590 0.9125 0.1885
H 1.9709 0.7512 -0.7610
H 1.4182 -0.0508 1.8797
H 1.9756 -1.9724 1.0557
H 2.1101 -1.4509 -0.5214
H -0.7293 -1.7474 -0.5058
H -2.2478 -0.8377 -0.1918
H -0.0421 2.1890 0.3967
H -1.6790 1.5896 0.7300
H -0.4741 1.6400 2.0447
H -1.7556 -0.4010 -2.4955
H -1.2378 1.0603 -1.6712
H -0.0349 -0.1183 -2.1943



Energetically preferred structure: run w | next structure: +1.233 eV



Run w
A molecular structure, C2H6N2O3, computed with ωB97M-V with the def2-TZVPD basis set.

Output
- LUMO energy: -0.0082 hartree
- Multiplicity: 1
- Frontier orbital gap: 8.817 eV
- M: 106.081 g mol⁻¹

Cartesian coordinates (Å):
C 0.4079 0.6841 -0.2069
C -1.4832 -0.7875 0.1653
N -0.1178 -0.5910 -0.2767
O -0.4462 1.7358 -0.0079
O 1.3947 0.9611 -1.1313
N 1.0139 -1.0855 1.0048
O 2.0669 -1.4716 0.6550
H 1.7157 0.1146 -1.4766
H -0.0848 2.5125 -0.4554
H 1.0551 0.4638 0.9111
H -1.6947 -0.3046 1.1247
H -1.6536 -1.8580 0.2686
H -2.1740 -0.3738 -0.5748



Run x
2 unconnected molecules or ions with the total composition C2H6N2O3, computed with ωB97M-V with the def2-TZVPD basis set.

Output
- LUMO energy: 0.0198 hartree
- SMILES: O=[N+]([O-])O.[H]/N=C\C
- Multiplicity: 1
- Frontier orbital gap: 11.183 eV
- M: 106.081 g mol⁻¹

Cartesian coordinates (Å):
C -1.7708 -0.7716 0.2452
C -0.7807 0.1562 -0.4283
N -0.3210 1.2232 0.0676
N 2.3199 -0.2055 -0.0673
O 2.1841 1.2011 -0.0351
O 3.4233 -0.5511 0.3063
O 1.3605 -0.7489 -0.5603
H -1.9253 -0.5244 1.2574
H -1.4140 -1.7477 0.2755
H -2.6920 -0.8387 -0.3356
H -0.8306 -0.0523 -1.5210
H -0.7167 1.4038 0.9417
H 1.1634 1.4560 -0.1459



Energetically preferred structure: run w | next structure: +0.336 eV



Run w
2 unconnected molecules or ions with the total composition C2H5FS, computed with ωB97M-V with the def2-TZVPD basis set.

Output
- LUMO energy: 0.0176 hartree
- Multiplicity: 1
- Frontier orbital gap: 9.982 eV
- M: 80.127 g mol⁻¹

Cartesian coordinates (Å):
C 0.6144 1.2156 0.5440
C 0.1285 -0.7744 -0.2283
F 1.1428 -1.1645 -0.9563
S -1.4208 -0.6312 -1.0607
H -0.0475 1.8600 -0.1434
H 1.6602 1.5354 0.7301
H 0.0617 1.0404 1.4048
H 0.0762 -1.2883 0.7436
H -2.2155 -1.7930 -1.0338



Run x
A single C2H5FS molecule, computed with ωB97M-V with the def2-TZVPD basis set.

Output
- LUMO energy: 0.0296 hartree
- SMILES: FCCS
- Multiplicity: 1
- Frontier orbital gap: 10.066 eV
- M: 80.127 g mol⁻¹

Cartesian coordinates (Å):
C 0.2214 -0.4682 -0.9491
C 0.4310 0.3163 0.4428
F -0.5746 -1.5743 -0.7665
S -1.0278 1.3249 0.9017
H -0.2551 0.0976 -1.6765
H 1.1676 -0.8345 -1.4346
H 0.6726 -0.4991 1.1999
H 1.2853 1.0018 0.4196
H -1.9205 0.6355 1.8628



Run y
2 unconnected molecules or ions with the total composition C2H5FS, computed with ωB97M-V with the def2-TZVPD basis set.

Output
- LUMO energy: 0.0214 hartree
- Multiplicity: 1
- Frontier orbital gap: 10.787 eV
- M: 80.127 g mol⁻¹

Cartesian coordinates (Å):
C -0.8414 0.1526 -0.5115
C 0.5317 0.1885 0.0466
F 1.7055 -0.5024 -1.1312
S 1.0043 -0.2379 1.6825
H -1.1093 1.0457 -1.1850
H -1.5891 0.2876 0.3224
H -1.0302 -0.8459 -1.0531
H 1.1795 1.1485 -0.0542
H 0.1491 -1.2369 1.8835



Energetically preferred structure: run x | next structure: +0.830 eV



Run w
2 unconnected molecules or ions with the total composition C2H5FS, computed with ωB97M-V with the def2-TZVPD basis set.

Output
- LUMO energy: -0.0019 hartree
- SMILES: C=S.CF
- Multiplicity: 1
- Frontier orbital gap: 7.806 eV
- M: 80.127 g mol⁻¹

Cartesian coordinates (Å):
C 0.6669 0.8129 1.0636
C -0.7352 -0.8394 -1.3883
H 1.1294 1.8011 1.0047
H 0.3813 0.6368 2.1183
H 1.2395 0.0314 0.5152
H -1.1739 -1.2885 -0.6345
H -0.2623 -0.0724 -0.6959
F -0.6185 0.9826 0.3535
S -0.6272 -2.0645 -2.3367



Run x
2 unconnected molecules or ions with the total composition C2H5FS, computed with ωB97M-V with the def2-TZVPD basis set.

Output
- LUMO energy: 0.0117 hartree
- Multiplicity: 1
- Frontier orbital gap: 9.671 eV
- M: 80.127 g mol⁻¹

Cartesian coordinates (Å):
C 0.4931 0.4433 -0.0636
C -0.9154 -0.0996 -0.0336
F -1.7469 0.6363 0.7794
S -1.0032 -1.8714 0.4727
H 0.8883 0.3682 0.9355
H 0.2649 1.5728 -0.2761
H 1.2644 -0.0975 -0.7652
H -1.6317 -0.1865 -1.6560
H -1.1237 -1.4050 1.7311



Energetically preferred structure: run x | next structure: +0.945 eV



Run w
A single C2H2F2S molecule, computed with ωB97M-V with the def2-TZVPD basis set.

Output
- LUMO energy (alpha / beta): 0.0080 / 0.0093 hartree
- Multiplicity: 1
- Frontier orbital gap (alpha / beta): 8.591 / 8.619 eV
- M: 96.101 g mol⁻¹

Cartesian coordinates (Å):
C -0.3333 -1.2210 0.0016
C -1.3409 0.8008 -0.0339
F -0.6808 -1.7591 1.1543
F -2.2245 1.0398 0.9052
S -1.4836 -0.6207 -1.1445
H 0.6830 -0.9581 0.1765
H -0.3953 1.3472 0.0427



Run x
A molecular structure, C2H2F2S, computed with ωB97M-V with the def2-TZVPD basis set.

Output
- LUMO energy: 0.0109 hartree
- Multiplicity: 1
- Frontier orbital gap: 10.933 eV
- M: 96.101 g mol⁻¹

Cartesian coordinates (Å):
C -0.6848 0.1001 -0.7940
C -0.5988 -0.5018 0.5582
F -1.1511 -0.7561 -1.7481
F -1.1864 -2.1285 0.4278
S -1.8455 0.6754 0.4802
H -0.0020 0.8323 -1.4027
H 0.2455 -0.7680 1.3781



Energetically preferred structure: run x | next structure: +1.037 eV



Run w
2 unconnected molecules or ions with the total composition C4H8NOP, computed with ωB97M-V with the def2-TZVPD basis set.

Output
- LUMO energy (alpha / beta): -0.0223 / -0.0323 hartree
- Multiplicity: 1
- Frontier orbital gap (alpha / beta): 7.844 / 8.894 eV
- M: 117.088 g mol⁻¹

Cartesian coordinates (Å):
C 0.0672 -1.5268 -0.5771
C 1.2826 -1.0314 -0.8976
C -0.7030 -0.6831 0.3735
C 0.2774 -0.0026 1.2895
N 0.7323 2.3677 -1.3118
O 2.9603 0.2435 0.9023
P 1.6866 0.3027 0.1874
H -0.4428 -2.3667 -1.1195
H 1.9714 -1.5845 -1.5909
H -1.1681 0.1408 -0.2235
H -1.6670 -1.0917 0.8203
H -0.1487 0.8673 1.9421
H 0.7953 -0.8268 1.8639
H -0.2229 2.2099 -0.8303
H 0.6332 1.8831 -2.2749



Run x
A single C4H8NOP molecule, computed with ωB97M-V with the def2-TZVPD basis set.

Output
- LUMO energy (alpha / beta): -0.0114 / -0.0115 hartree
- Multiplicity: 1
- Frontier orbital gap (alpha / beta): 7.729 / 7.727 eV
- M: 117.088 g mol⁻¹

Cartesian coordinates (Å):
C 1.5382 -1.1333 -1.5985
C -1.9616 0.2489 0.3514
C -0.6731 0.7294 1.1016
C 0.5274 -0.1962 0.8786
N 1.3852 -1.3498 -2.7469
O 2.9788 0.6549 0.1584
P 1.7064 0.3002 -0.4906
H -2.2456 -0.8446 0.5166
H -1.7249 0.4512 -0.7039
H -0.5362 1.8264 0.7182
H -0.8804 0.7847 2.1923
H 1.2284 0.0112 1.6500
H 0.1599 -1.2079 1.0836
H 1.1766 -1.1670 -3.7681
H -2.6791 0.8920 0.6574



Energetically preferred structure: run x | next structure: +0.366 eV



Run w
A molecular structure, C3H5NO3S, computed with ωB97M-V with the def2-TZVPD basis set.

Output
- LUMO energy: 0.0280 hartree
- Multiplicity: 1
- Frontier orbital gap: 11.939 eV
- M: 135.144 g mol⁻¹

Cartesian coordinates (Å):
C -0.5899 0.9682 0.7067
C -0.4400 0.1963 -0.5356
C -0.8935 -1.3248 -0.4547
N -1.5795 1.1141 -0.3386
O -3.4940 0.3137 1.2528
O -3.5240 -0.3432 -1.1415
O -1.9330 -1.3947 0.4428
S -2.8162 -0.0338 0.0372
H -0.1075 1.9161 0.8814
H -0.9449 0.4314 1.6007
H 0.2082 0.2774 -1.3679
H -0.0028 -1.9178 -0.0702
H -1.4671 -1.3321 -1.4121



Run x
A molecular structure, C3H5NO3S, computed with ωB97M-V with the def2-TZVPD basis set.

Output
- LUMO energy: -0.0004 hartree
- Multiplicity: 1
- Frontier orbital gap: 8.381 eV
- M: 135.144 g mol⁻¹

Cartesian coordinates (Å):
C 1.6151 0.1035 0.0299
C -1.2944 -0.1133 0.7266
C 0.3922 0.1728 -0.8794
N -0.6993 -0.6299 -0.5056
O 1.6450 -0.9992 0.9053
O 2.5110 0.8924 0.1226
O -0.2101 1.8163 -0.2465
S -1.6565 1.6185 0.2689
H -2.0281 -0.8901 0.9503
H -0.4106 -0.0540 1.3632
H 0.5850 0.2503 -2.0433
H 0.9370 -1.6231 0.5532
H -1.3864 -0.5441 -1.2451



Energetically preferred structure: run x | next structure: +0.473 eV